# 1
C26H32NO6Sn as an isolated structure in a non-equilibrium geometry. Source: OMol25; level of theory: ωB97M-V with the def2-TZVPD basis set.

Values from the calculation:
charge: +1
spin multiplicity: 1
ΔE to the lowest compared entry with this formula, charge and spin: 0.400 eV
largest force on an atom: 5.46 eV/Å

Atoms and positions in Å:
O 0.548 0.324 -7.961
C 0.363 1.615 -8.592
C 0.117 1.041 -9.991
H 1.266 2.229 -8.535
H -0.508 2.131 -8.181
C 0.341 -0.322 -9.259
H 0.887 1.292 -10.725
H -0.900 1.186 -10.364
C 1.575 -1.066 -9.731
H 2.455 -0.414 -9.766
H 1.416 -1.472 -10.736
H 1.777 -1.912 -9.067
C -0.882 -1.215 -9.236
H -1.773 -0.665 -8.914
H -0.711 -2.057 -8.557
H -1.075 -1.628 -10.231
Sn 0.135 0.173 0.274
C -2.026 -0.508 1.266
C -1.767 0.904 1.433
C -1.802 1.538 0.128
H -1.612 1.417 2.371
C -2.233 0.531 -0.817
C -2.344 -0.722 -0.127
H -2.646 -1.669 -0.564
H -2.015 -1.237 2.075
H -1.697 2.613 -0.034
H -2.548 0.734 -1.836
C 1.158 -1.551 1.566
C 0.361 -2.345 0.665
C 0.879 -2.146 -0.659
H -0.486 -2.958 0.969
C 1.981 -1.212 -0.594
C 2.167 -0.835 0.789
H 2.966 -0.205 1.169
H 0.990 -1.498 2.632
H 0.540 -2.660 -1.549
H 2.657 -0.939 -1.404
O 0.337 0.609 -2.167
C -0.048 -0.294 -3.250
C -0.343 0.615 -4.432
H -0.908 -0.917 -2.941
H 0.809 -0.955 -3.449
C 0.560 1.832 -4.165
H -1.394 0.937 -4.365
H -0.164 0.142 -5.404
C 0.514 1.981 -2.653
H 0.246 2.738 -4.689
H 1.583 1.566 -4.459
H -0.368 2.570 -2.345
H 1.430 2.397 -2.197
O 0.113 0.276 3.378
C 0.829 1.163 2.976
O 1.012 1.534 1.691
C 1.600 1.986 3.961
C 1.262 3.332 4.187
C 1.696 3.941 5.356
C 2.482 3.215 6.262
C 2.849 1.883 6.015
C 2.413 1.268 4.856
N 2.845 3.793 7.484
O 2.488 4.960 7.778
O 3.551 3.137 8.289
H 0.620 3.840 3.466
H 1.423 4.964 5.586
H 3.436 1.338 6.740
H 2.595 0.210 4.672

The net atomic charges from Löwdin, expressed in e, are: -0.110, -0.174, -0.067, 0.114, 0.111, -0.573, 0.113, 0.113, -0.025, 0.090, 0.094, 0.086, -0.027, 0.088, 0.086, 0.094, 1.536, -0.139, -0.161, -0.157, 0.123, -0.130, -0.121, 0.121, 0.131, 0.129, 0.119, -0.153, -0.122, -0.127, 0.127, -0.132, -0.151, 0.131, 0.112, 0.115, 0.130, -0.298, -0.167, -0.133, 0.124, 0.129, -0.139, 0.123, 0.116, -0.147, 0.128, 0.128, 0.123, 0.139, 0.055, -0.564, -0.147, -0.118, 0.009, 0.035, -0.157, 0.037, 0.007, -0.314, 0.068, 0.065, 0.126, 0.126, 0.126, 0.127

=====

# 2
C20H36Cl2LaN2O6P as an isolated structure in a non-equilibrium geometry. Source: OMol25; level of theory: ωB97M-V with the def2-TZVPD basis set.

Values from the calculation:
spin multiplicity: 1
ΔE to the lowest compared entry with this formula, charge and spin: 1.183 eV
largest force on an atom: 3.26 eV/Å

Atoms and positions in Å:
O -2.102 3.141 -0.476
C -2.085 2.550 -1.574
C -3.175 1.673 -2.153
C -3.648 0.486 -1.588
H -3.091 -0.003 -0.795
C -4.855 -0.033 -2.052
H -5.219 -0.975 -1.638
C -5.545 0.610 -3.088
H -6.504 0.241 -3.434
C -5.074 1.835 -3.596
H -5.607 2.382 -4.375
C -3.859 2.328 -3.160
H -3.448 3.278 -3.537
H -1.471 3.015 -2.406
C 0.652 1.983 -2.726
C -0.268 0.986 -2.121
H 0.137 2.328 -3.695
H 1.656 1.528 -2.930
H 0.759 2.915 -2.148
C -0.812 -0.152 -2.597
C -0.305 -0.832 -3.848
H -1.587 -0.690 -2.070
H -0.975 -0.708 -4.711
H -0.225 -1.924 -3.652
H 0.693 -0.407 -4.090
La 0.960 -0.591 -0.732
Cl -0.866 -2.825 -0.510
Cl 2.980 -1.049 -2.299
C 2.396 -3.323 0.422
O 2.154 -2.129 0.823
N 3.220 -4.178 1.001
C 4.155 -3.685 2.016
C 3.241 -5.613 0.660
H 1.872 -3.714 -0.485
H 3.773 -2.702 2.307
H 5.170 -3.578 1.595
H 4.188 -4.366 2.873
H 2.346 -5.868 0.077
H 3.248 -6.229 1.568
H 4.119 -5.894 0.059
H 4.375 3.416 1.458
H 2.341 5.159 1.988
C 3.914 3.396 0.452
C 2.025 4.967 0.954
N 2.459 3.635 0.546
H 4.137 2.445 -0.055
C 1.562 2.681 0.343
O 1.885 1.479 0.063
H 0.937 5.027 0.869
H 0.500 2.987 0.419
H 4.370 4.222 -0.112
H 2.477 5.715 0.298
C -3.453 -1.905 2.392
O -2.238 -1.115 2.473
P -0.759 -1.808 2.249
O -0.274 -2.024 3.790
C -0.709 -1.222 4.912
O 0.150 -0.462 1.800
C 0.651 0.534 2.684
H -3.497 -2.505 1.466
H -4.289 -1.190 2.402
H -3.519 -2.603 3.241
H -0.762 -0.140 4.668
H -1.688 -1.565 5.291
H 0.037 -1.357 5.704
H 0.132 1.472 2.592
H 0.543 0.263 3.712
H 1.699 0.687 2.488

The net atomic charges from Löwdin, expressed in e, are: -0.024, -0.276, -0.203, -0.040, 0.111, -0.071, 0.105, -0.084, 0.095, -0.082, 0.102, -0.054, 0.124, 0.103, -0.178, -0.451, 0.110, 0.058, 0.052, -0.428, -0.120, 0.015, 0.076, 0.069, 0.050, 1.558, -0.201, -0.201, -0.319, -0.273, -0.162, -0.018, -0.025, 0.112, 0.085, 0.102, 0.091, 0.095, 0.091, 0.094, 0.100, 0.097, -0.006, -0.028, -0.159, 0.098, -0.261, -0.242, 0.097, 0.151, 0.093, 0.094, -0.119, -0.377, 0.784, -0.366, -0.131, -0.499, -0.117, 0.071, 0.088, 0.080, 0.071, 0.088, 0.089, 0.093, 0.041, 0.085

=====

# 3
C4H5O4P as an isolated structure in a non-equilibrium geometry. Source: OMol25; level of theory: ωB97M-V with the def2-TZVPD basis set.

Values from the calculation:
spin multiplicity: 1
ΔE to the lowest compared entry with this formula, charge and spin: 0.270 eV
largest force on an atom: 3.96 eV/Å

Atoms and positions in Å:
C 1.100 -0.502 1.069
C 0.760 0.661 0.345
C 1.170 -1.536 -0.056
C -0.554 1.225 0.049
O 4.341 0.501 -0.407
O 2.612 -0.283 1.405
O 1.800 1.374 -0.195
O 2.219 -1.002 -0.878
P 3.005 0.191 -0.045
H 1.374 -2.472 0.238
H 0.296 -1.660 -0.571
H -0.520 1.943 -0.672
H -1.031 1.630 0.858
H -1.373 0.601 -0.168

The net atomic charges from Löwdin, expressed in e, are: -0.072, -0.274, -0.151, 0.035, -0.168, -0.127, -0.017, -0.147, 0.482, 0.086, 0.104, 0.072, 0.079, 0.098

=====

# 4
One molecule with the formula C10H13N3 in a non-equilibrium geometry. Source: OMol25; level of theory: ωB97M-V with the def2-TZVPD basis set.

Values from the calculation:
spin multiplicity: 1
SMILES: c1cc(N2C[C@H]3C[C@@H]2CN3)ccn1
ΔE to the lowest compared entry with this formula, charge and spin: 6.469 eV
largest force on an atom: 9.18 eV/Å

Atoms and positions in Å:
C 1.661 1.299 0.754
C 2.161 -0.814 0.103
C 2.226 0.031 -1.152
C 1.004 0.862 -0.726
C 0.707 -1.244 0.128
C -1.171 -0.096 -0.400
C -1.722 1.037 -0.406
C -3.051 1.249 0.005
C -3.319 -0.980 0.159
C -1.959 -1.260 -0.044
H 1.119 1.232 1.772
H 1.963 2.369 0.354
H 2.723 -0.436 2.003
H 2.946 -1.574 0.371
H 1.762 -0.699 -1.894
H 3.216 0.572 -1.555
H 0.588 1.643 -1.260
H 0.068 -1.162 1.012
H 0.406 -2.406 -0.263
H -1.038 1.929 -0.337
H -3.536 2.142 0.385
H -4.100 -1.799 -0.008
H -1.369 -2.084 0.347
N 2.530 0.153 1.101
N 0.137 -0.268 -0.820
N -3.952 0.303 0.369

The net atomic charges from Löwdin, expressed in e, are: -0.117, -0.381, -0.098, -0.246, -0.118, -0.326, -0.059, -0.135, -0.108, -0.003, 0.128, 0.135, 0.165, 0.155, 0.136, 0.169, 0.107, 0.111, 0.180, 0.134, 0.101, 0.115, 0.080, -0.091, -0.083, 0.052

=====

# 5
C22H25ClN8O12P2Ta as an isolated structure in a non-equilibrium geometry. Source: OMol25; level of theory: ωB97M-V with the def2-TZVPD basis set.

Values from the calculation:
charge: +3
spin multiplicity: 1
ΔE to the lowest compared entry with this formula, charge and spin: 1.484 eV
largest force on an atom: 3.70 eV/Å

Atoms and positions in Å:
Ta 0.486 -1.340 0.636
C -3.952 -2.679 -0.044
C -2.669 -2.540 0.473
N -1.883 -1.530 0.098
C -2.390 -0.611 -0.740
C -3.650 -0.816 -1.303
N -4.408 -1.845 -0.964
C -1.588 0.601 -0.931
C -2.073 1.690 -1.627
C -1.325 2.867 -1.743
C -0.080 2.849 -1.105
C 0.358 1.721 -0.441
N -0.380 0.602 -0.335
C 1.725 1.616 0.070
C 2.623 2.678 0.186
N 3.899 2.480 0.466
C 4.317 1.235 0.638
C 3.425 0.171 0.619
N 2.133 0.369 0.347
C -1.803 4.031 -2.505
C -3.111 4.093 -2.992
C -3.510 5.207 -3.719
N -2.699 6.224 -3.962
C -1.456 6.186 -3.509
C -0.962 5.113 -2.778
H -4.610 -3.482 0.266
H -2.268 -3.241 1.187
H -4.070 -0.145 -2.043
H -3.047 1.627 -2.083
H 0.563 3.713 -1.144
H 2.317 3.709 0.058
H 5.374 1.084 0.817
H 3.745 -0.841 0.821
H -3.835 3.312 -2.805
H -4.517 5.283 -4.113
H -0.830 7.041 -3.733
H 0.068 5.142 -2.452
C 1.080 -1.206 5.863
C 0.817 -1.440 4.382
O 0.031 -2.605 4.125
P -0.281 -0.202 3.628
O 0.241 1.261 3.664
O -1.639 -0.183 4.387
O -0.491 -0.525 2.139
P 2.382 -1.520 3.401
O 2.866 0.006 3.446
O 3.362 -2.505 3.812
O 1.821 -1.637 1.927
H 0.160 -1.327 6.435
H 1.478 -0.206 6.042
H 1.813 -1.931 6.220
H 0.485 -3.391 4.465
H 0.076 1.802 4.457
H -2.103 -1.028 4.534
H 3.707 0.104 3.929
C 0.474 -2.667 -4.658
N 0.270 -2.097 -3.328
C 1.214 -1.921 -2.431
N 2.482 -2.184 -2.698
O 0.897 -1.422 -1.272
H -0.482 -2.699 -5.169
H 0.863 -3.686 -4.600
H 1.153 -2.046 -5.244
H -0.675 -1.967 -3.005
H 2.759 -2.619 -3.565
H 3.163 -2.135 -1.960
O 0.461 -5.347 0.540
Cl 0.445 -3.989 0.277
O -0.109 -3.226 1.421
O 1.747 -3.414 0.054
O -0.389 -3.625 -0.829

The net atomic charges from Löwdin, expressed in e, are: 2.009, -0.030, -0.060, 0.025, -0.170, -0.017, 0.148, -0.172, 0.090, -0.073, 0.093, -0.167, 0.036, -0.157, -0.010, 0.152, -0.045, -0.079, 0.028, -0.162, 0.009, -0.090, 0.106, -0.090, 0.009, 0.140, 0.119, 0.133, 0.109, 0.113, 0.137, 0.140, 0.126, 0.108, 0.126, 0.126, 0.107, -0.018, -0.577, -0.051, 0.586, -0.030, -0.012, -0.358, 0.442, -0.108, -0.166, -0.450, 0.107, 0.102, 0.112, 0.142, 0.149, 0.143, 0.133, -0.003, 0.082, -0.491, 0.276, -0.218, 0.108, 0.111, 0.108, 0.153, 0.140, 0.137, -0.124, 0.715, -0.425, -0.298, -0.284

=====

# 6
A 3-piece molecular cluster, C2H10N2O overall in a non-equilibrium geometry. Source: OMol25; level of theory: ωB97M-V with the def2-TZVPD basis set.

Values from the calculation:
spin multiplicity: 1
SMILES: C=N.NO.C
ΔE to the lowest compared entry with this formula, charge and spin: 2.459 eV
largest force on an atom: 1.10 eV/Å

Atoms and positions in Å:
C 1.939 -1.144 -0.063
C -0.921 -0.094 -1.766
N 1.713 -0.240 0.768
H 2.444 0.466 0.879
H 0.018 -0.114 1.486
H 2.834 -1.242 -0.676
H 1.173 -1.909 -0.205
H -0.549 0.896 -1.496
H -0.187 -0.605 -2.383
H -1.846 0.009 -2.323
N -1.146 1.415 1.596
O -0.923 0.008 1.742
H -1.111 -0.658 -0.860
H -1.828 1.513 0.843
H -1.608 1.700 2.456

The net atomic charges from Löwdin, expressed in e, are: -0.108, -0.057, 0.035, 0.074, -0.004, 0.072, 0.071, 0.021, 0.012, 0.014, -0.048, -0.199, 0.001, 0.054, 0.061

=====

# 7
C13H36KNOSbSi3 as an isolated structure in a non-equilibrium geometry. Source: OMol25; level of theory: ωB97M-V with the def2-TZVPD basis set.

Values from the calculation:
charge: +1
spin multiplicity: 1
largest force on an atom: 1.15 eV/Å
E: -2355.5349 Ha

Atoms and positions in Å:
K -1.863 -1.161 -1.240
C -0.202 3.840 2.536
Si 1.255 2.778 2.052
C 1.896 1.785 3.496
C 2.620 3.848 1.367
Sb 0.350 1.052 0.366
Si -0.356 2.621 -1.535
C -2.089 3.156 -1.056
C 0.695 4.132 -1.835
C -0.471 1.637 -3.136
Si 2.526 -0.110 -0.333
C 2.212 -1.020 -1.944
C 2.815 -1.366 1.025
C 4.031 0.976 -0.511
H 0.083 4.538 3.326
H -1.035 3.236 2.900
H -0.554 4.429 1.686
H 2.219 2.451 4.300
H 2.757 1.181 3.201
H 1.132 1.116 3.894
H 2.944 4.544 2.145
H 2.291 4.435 0.511
H 3.485 3.261 1.062
H -2.092 3.691 -0.105
H -2.764 2.304 -0.949
H -2.507 3.822 -1.816
H 0.641 4.818 -0.989
H 0.324 4.661 -2.716
H 1.743 3.880 -2.005
H -1.138 0.775 -3.042
H 0.502 1.269 -3.464
H -0.878 2.266 -3.931
H 1.363 -1.703 -1.857
H 3.086 -1.622 -2.207
H 2.020 -0.337 -2.772
H 1.975 -2.058 1.110
H 2.946 -0.885 1.996
H 3.715 -1.950 0.817
H 3.870 1.799 -1.208
H 4.865 0.374 -0.882
H 4.329 1.393 0.452
C -3.520 -6.070 0.962
N -3.005 -4.793 0.464
C -2.152 -3.983 1.325
C -3.282 -4.319 -0.756
C -4.150 -5.108 -1.693
O -2.818 -3.222 -1.120
H -3.158 -6.215 1.974
H -3.170 -6.905 0.357
H -4.609 -6.077 0.990
H -2.008 -4.497 2.270
H -2.610 -3.013 1.524
H -1.176 -3.823 0.864
H -4.524 -6.042 -1.291
H -3.572 -5.312 -2.595
H -4.991 -4.479 -1.985

The net atomic charges from Löwdin, expressed in e, are: 0.736, -0.230, 0.271, -0.230, -0.201, 0.802, 0.254, -0.231, -0.218, -0.224, 0.258, -0.224, -0.232, -0.218, 0.039, 0.033, 0.017, 0.039, 0.016, 0.032, 0.045, 0.011, 0.008, 0.020, 0.020, 0.041, 0.022, 0.040, 0.031, -0.017, 0.019, 0.043, 0.015, 0.040, 0.015, 0.021, 0.016, 0.040, 0.031, 0.040, 0.018, -0.024, -0.125, -0.018, -0.489, 0.031, -0.222, 0.088, 0.099, 0.099, 0.091, 0.095, 0.094, 0.069, 0.101, 0.100

=====

# 8
B2F8Tl as an isolated structure in a non-equilibrium geometry. Source: OMol25; level of theory: ωB97M-V with the def2-TZVPD basis set.

Values from the calculation:
charge: +1
spin multiplicity: 1
ΔE to the lowest compared entry with this formula, charge and spin: 2.749 eV
largest force on an atom: 2.03 eV/Å

Atoms and positions in Å:
Tl -0.337 1.703 1.161
B -1.176 -1.439 1.221
F -1.959 -0.529 1.946
F -1.414 -2.746 1.485
F -1.311 -1.076 -0.134
F 0.139 -1.036 1.551
B 1.248 1.040 -1.466
F 1.116 2.415 -1.459
F 1.875 0.608 -2.609
F 1.885 0.561 -0.297
F -0.066 0.500 -1.400

The net atomic charges from Löwdin, expressed in e, are: 1.653, -1.225, 0.164, 0.328, 0.260, 0.192, -1.267, 0.205, 0.288, 0.174, 0.227